Entry 1:
ORCA calculation (the ωB97M-V functional and the def2-TZVPD basis) on a molecular structure, C36H43BGe2N6O4PtS2.

Geometry as XYZ:
```
95
Properties=species:S:1:pos:R:3:forces:R:3
Pt -0.417 0.655 0.236 1.0 0.0 -0.1
N -1.898 0.974 -7.872 0.0 0.0 0.0
C -2.053 0.717 -6.558 0.0 0.0 0.1
C -3.290 0.265 -6.055 0.0 0.0 0.0
C -3.451 0.017 -4.716 -0.1 0.0 0.0
C -2.378 0.212 -3.842 0.0 0.0 0.1
C -1.142 0.649 -4.321 0.1 0.0 0.0
C -0.980 0.901 -5.659 0.0 0.0 0.0
S -2.615 -0.126 -2.176 0.1 0.0 -0.2
O -2.886 1.252 -1.449 0.1 -0.2 0.1
O -3.778 -0.902 -1.943 0.0 -0.1 0.0
N -1.253 -0.575 -1.475 -0.4 0.3 0.2
C -1.075 -1.958 -1.475 0.2 -0.2 -0.2
N -0.438 -2.476 -0.425 -0.3 0.2 -0.1
C -0.309 -3.806 -0.403 -0.1 -0.2 0.0
C -0.809 -4.616 -1.399 0.1 0.1 0.1
C -1.410 -3.970 -2.469 0.0 0.1 0.0
N -1.530 -2.651 -2.516 0.0 0.0 0.0
H -2.635 0.782 -8.526 0.0 0.0 0.0
H -1.004 1.230 -8.250 0.0 0.0 0.0
H -4.117 0.108 -6.735 0.0 0.0 0.0
H -4.399 -0.342 -4.338 0.0 0.0 0.0
H -0.307 0.779 -3.644 0.0 0.0 0.0
H -0.021 1.233 -6.035 0.0 0.0 0.0
H 0.226 -4.224 0.441 0.0 0.0 0.0
H -0.711 -5.690 -1.359 0.0 0.0 0.0
H -1.796 -4.523 -3.318 0.0 0.0 0.0
C 2.788 -1.188 -1.436 0.0 0.1 0.0
C 2.383 -2.184 -0.352 0.1 0.1 0.1
Ge 1.224 -1.382 1.031 0.2 -0.1 0.2
C 0.658 -2.487 2.569 0.0 -0.1 -0.2
C 0.536 -1.772 3.908 0.0 0.1 0.0
C 2.468 -0.154 1.911 0.2 -0.3 0.0
C 2.550 1.141 2.187 -0.4 0.3 -0.3
Ge 1.186 2.211 1.257 -0.3 -0.3 0.6
C 0.525 3.772 2.286 0.1 -0.1 -0.1
C 1.269 5.103 2.144 0.1 0.0 -0.1
C 1.754 2.382 -0.642 -0.3 -0.1 0.0
C 3.003 3.278 -0.718 0.1 0.0 -0.1
C 3.609 1.723 3.034 0.0 0.1 0.1
C 4.192 0.987 4.069 -0.1 0.0 0.0
C 5.199 1.533 4.844 0.0 0.1 0.0
C 5.641 2.829 4.605 0.0 0.0 0.0
C 5.059 3.577 3.593 0.0 0.0 0.0
C 4.046 3.029 2.822 0.0 0.0 0.0
H 3.364 -1.677 -2.222 0.0 0.0 0.0
H 3.406 -0.387 -1.027 0.0 0.0 0.0
H 1.913 -0.736 -1.913 0.0 0.0 0.0
H 3.266 -2.505 0.212 0.0 0.0 0.0
H 1.951 -3.073 -0.803 0.0 0.0 0.1
H 1.467 -3.226 2.634 0.0 0.0 0.0
H -0.254 -3.036 2.346 0.0 0.0 -0.1
H 1.443 -1.225 4.170 0.0 0.0 0.0
H 0.345 -2.497 4.699 0.0 0.0 0.0
H -0.290 -1.062 3.910 0.0 0.0 0.0
H 3.265 -0.809 2.291 0.0 0.0 0.1
H 0.550 3.444 3.331 -0.1 0.0 0.0
H -0.515 3.948 1.991 0.0 -0.1 0.0
H 2.246 5.069 2.623 -0.1 0.0 0.0
H 0.702 5.908 2.613 0.0 0.0 0.0
H 1.403 5.376 1.097 0.0 0.0 0.0
H 0.973 2.756 -1.298 0.1 0.1 0.1
H 2.015 1.374 -0.981 0.1 0.0 -0.1
H 2.819 4.271 -0.307 0.0 0.0 0.0
H 3.297 3.405 -1.761 0.0 0.0 0.0
H 3.847 2.835 -0.191 0.0 0.0 0.0
H 3.838 -0.013 4.289 0.0 0.0 0.0
H 5.637 0.951 5.644 0.0 0.0 0.0
H 6.430 3.254 5.210 0.0 0.0 0.0
H 5.395 4.588 3.402 0.0 0.0 0.0
H 3.611 3.629 2.029 0.0 -0.1 0.0
O -1.167 2.901 -2.024 -0.1 0.0 0.1
B -2.098 2.343 -1.170 -0.4 0.6 -0.3
O -2.428 3.171 -0.105 0.1 -0.1 -0.1
C -1.733 4.342 -0.371 0.1 0.0 0.0
C -1.753 5.525 0.331 0.0 0.0 -0.1
C -0.946 6.548 -0.163 -0.1 0.0 0.1
C -0.165 6.376 -1.299 0.0 0.0 -0.1
C -0.156 5.175 -2.005 0.0 0.0 0.0
C -0.966 4.178 -1.512 0.0 0.0 0.0
H -2.379 5.658 1.203 0.0 0.0 0.0
H -0.939 7.504 0.343 0.0 0.0 0.0
H 0.438 7.200 -1.656 0.0 0.0 0.0
H 0.432 5.038 -2.902 0.0 0.0 0.0
S -1.887 -0.268 1.604 -0.3 -0.4 0.2
C -2.412 0.613 2.987 0.2 0.0 -0.2
N -2.039 1.879 3.241 -0.1 0.1 0.1
C -2.481 2.549 4.332 0.0 -0.1 0.0
C -3.337 1.918 5.183 0.0 0.0 0.0
C -3.703 0.599 4.852 0.0 0.1 0.1
N -3.252 -0.036 3.788 0.0 0.1 0.1
H -1.423 2.327 2.574 0.1 0.1 -0.1
H -2.122 3.561 4.454 0.0 0.0 0.0
H -3.718 2.412 6.063 0.0 0.0 0.0
H -4.387 0.043 5.482 0.0 0.0 0.0
```
Forces are in eV/Å.

Computed properties:
gap between HOMO and LUMO = 6.28 eV
charge = +2
calculated total energy = -7121.08245 Ha
LUMO energy = -6.483 eV



Entry 2:
ORCA calculation (the ωB97M-V functional and the def2-TZVPD basis) on 2 unconnected molecules or ions with the total composition C5H8O at a distorted geometry.

Geometry as XYZ:
```
14
Properties=species:S:1:pos:R:3:forces:R:3
O 1.393 -1.455 1.991 -1.0 0.1 -0.2
C 0.246 -1.348 1.799 0.7 -0.1 0.1
C 0.949 1.364 0.099 0.0 -0.1 -0.1
C 0.732 0.425 -0.818 0.1 0.1 0.1
C -0.436 0.397 -1.760 -0.1 0.0 0.0
C -1.049 -1.253 1.595 0.1 0.0 0.0
H 0.272 2.208 0.220 0.1 -0.1 0.0
H 1.811 1.326 0.760 -0.1 0.0 -0.1
H -0.103 0.445 -2.804 0.0 0.0 0.2
H 1.440 -0.401 -0.903 -0.1 0.1 0.0
H -1.004 -0.535 -1.646 0.1 0.1 0.0
H -1.113 1.239 -1.579 0.1 -0.1 0.0
H -1.433 -0.397 1.055 0.1 -0.1 0.1
H -1.707 -2.015 1.990 0.1 0.1 0.0
```
Forces are in eV/Å.

Computed properties:
gap between HOMO and LUMO = 10.21 eV
SMILES = C=C=O.C=CC
calculated total energy = -270.49092 Ha
LUMO energy = 0.976 eV



Entry 3:
ORCA calculation (the ωB97M-V functional and the def2-TZVPD basis) on 10 unconnected molecules or ions with the total composition C20H60O17 at a distorted geometry.

Geometry as XYZ:
```
97
Properties=species:S:1:pos:R:3:forces:R:3
C 8.508 -31.762 19.922 1.4 0.1 0.6
C 8.854 -32.184 18.480 -0.5 0.3 0.8
O 9.007 -33.591 18.290 -0.8 0.0 -0.3
H 7.900 -32.489 20.461 0.1 -0.2 -0.2
H 8.048 -30.791 20.106 -0.4 0.1 -0.9
H 9.450 -31.584 20.441 0.1 -0.5 0.5
H 9.787 -31.753 18.118 -0.2 0.6 0.2
H 7.992 -31.795 17.937 0.2 -0.7 -0.9
H 9.537 -34.001 18.978 0.1 0.4 0.2
C 9.089 -29.054 15.993 -0.8 0.7 -0.5
C 8.396 -27.607 16.200 0.3 -1.5 0.6
O 8.746 -26.631 15.262 1.0 0.4 -0.8
H 8.914 -29.797 16.771 -0.4 0.5 0.5
H 10.170 -29.095 15.864 0.1 0.9 0.1
H 8.708 -29.551 15.101 -0.2 0.2 -0.2
H 8.639 -27.232 17.194 0.2 -0.1 0.1
H 7.307 -27.624 16.153 -0.1 -1.0 0.3
H 7.951 -26.296 14.841 0.0 -0.1 -0.1
C 6.927 -27.561 11.491 -0.3 -0.4 0.8
C 6.771 -26.132 11.901 1.8 1.3 -1.0
O 6.049 -25.914 13.058 -1.5 -0.1 1.7
H 7.574 -27.710 10.627 -0.5 0.2 -0.3
H 5.895 -27.898 11.397 0.1 -0.6 -0.6
H 7.373 -28.157 12.288 0.0 0.1 0.2
H 6.335 -25.551 11.089 0.1 0.0 -0.2
H 7.711 -25.648 12.167 0.5 -0.2 -0.6
H 5.127 -25.760 12.838 -0.1 -0.2 0.1
C 5.216 -24.900 16.811 -1.8 -0.9 0.8
C 3.928 -25.470 16.155 2.3 0.0 -0.2
O 3.228 -24.450 15.496 -1.0 -0.4 0.1
O 4.872 -23.998 17.903 1.1 -0.7 -0.8
H 5.930 -24.455 16.117 -0.4 0.5 -0.1
H 5.714 -25.815 17.129 0.4 0.0 0.8
H 3.352 -26.108 16.826 -0.7 1.1 0.7
H 4.261 -26.315 15.552 0.3 0.3 -1.2
H 3.751 -24.135 14.755 0.1 0.0 0.0
H 3.925 -24.061 18.050 -0.1 0.0 -0.1
C 14.500 -32.304 17.644 0.3 2.0 1.2
C 13.060 -32.219 18.274 0.2 -1.1 -2.0
O 12.289 -31.059 17.790 0.9 -1.0 1.3
O 14.509 -32.385 16.239 -0.8 -0.5 -0.5
H 15.171 -33.067 18.038 -0.7 -0.6 0.3
H 15.018 -31.392 17.940 0.0 0.3 0.0
H 12.970 -32.399 19.345 0.5 1.3 0.2
H 12.631 -33.175 17.976 -0.8 0.1 -0.8
H 12.027 -31.183 16.875 0.2 -0.4 -0.1
H 14.963 -31.650 15.821 0.0 0.1 0.4
C 10.785 -22.982 11.525 -0.1 0.5 2.0
C 11.531 -23.916 12.416 0.3 0.3 1.6
O 10.483 -24.639 13.118 0.0 0.2 -0.8
O 9.972 -23.840 10.808 -0.7 0.3 -2.2
H 11.422 -22.239 11.045 -0.2 -0.5 -0.8
H 10.147 -22.446 12.226 0.0 0.7 -0.1
H 12.027 -23.350 13.205 0.7 0.0 -0.2
H 12.187 -24.526 11.795 0.1 -0.4 0.4
H 10.780 -25.446 13.544 0.5 -0.2 0.1
H 9.637 -24.330 11.562 -0.6 -0.9 -0.1
C 13.474 -27.756 12.888 1.0 -2.4 1.5
C 12.367 -27.970 13.904 0.1 0.9 -0.9
O 12.120 -26.655 14.363 -1.2 0.5 0.6
O 14.684 -27.618 13.670 -0.1 0.3 -0.7
H 13.335 -26.915 12.208 -0.3 -0.2 0.0
H 13.579 -28.730 12.410 0.4 0.3 -0.7
H 12.625 -28.570 14.777 0.5 -0.4 -0.4
H 11.520 -28.459 13.423 -0.5 0.6 0.1
H 12.861 -26.437 14.934 -0.3 0.2 0.3
H 14.597 -26.793 14.153 0.3 0.2 0.0
C 8.935 -23.277 19.163 0.9 -2.1 1.1
C 8.185 -24.350 20.042 -0.5 2.8 -0.7
O 7.679 -25.351 19.182 0.2 -0.5 0.3
O 10.046 -24.096 18.716 0.0 1.3 -0.8
H 9.337 -22.420 19.704 0.1 -0.3 0.5
H 8.359 -22.813 18.362 -0.3 -0.6 -0.3
H 7.413 -23.787 20.567 -0.6 -0.4 0.2
H 8.872 -24.750 20.788 0.0 -0.2 -0.4
H 6.791 -25.113 18.906 -0.2 0.2 0.1
H 9.678 -24.636 18.013 0.1 -0.2 -0.1
C 10.325 -27.682 20.951 -0.2 1.0 -1.0
C 10.560 -27.666 19.404 -0.4 -0.1 0.3
O 11.827 -28.046 18.896 0.2 0.1 0.4
O 10.158 -28.990 21.416 -0.1 -0.9 0.3
H 9.395 -27.149 21.147 -0.3 0.3 -0.5
H 11.019 -27.159 21.609 0.8 0.1 -0.6
H 10.301 -26.710 18.949 0.1 0.3 0.6
H 9.830 -28.352 18.974 -0.4 -0.2 0.3
H 11.744 -28.939 18.554 0.3 -0.3 0.1
H 9.573 -28.891 22.170 0.1 -0.5 0.1
C 9.599 -22.538 15.222 -1.0 -0.8 1.4
C 8.237 -22.939 14.656 0.6 0.9 -0.7
O 7.344 -21.861 14.959 -0.2 -0.6 0.1
O 10.187 -21.467 14.559 0.9 0.1 -1.2
H 10.198 -23.446 15.289 0.6 0.3 -0.7
H 9.543 -22.229 16.266 -0.7 -0.2 0.3
H 7.890 -23.940 14.915 -0.1 0.0 0.9
H 8.325 -23.031 13.574 0.3 0.2 -0.3
H 6.527 -22.045 14.489 -0.2 0.2 0.0
H 9.802 -20.639 14.853 -0.2 -0.2 0.1
```
Forces are in eV/Å.

Computed properties:
gap between HOMO and LUMO = 9.59 eV
SMILES = OCCO.OCCO.OCCO.OCCO.OCCO.OCCO.OCCO.CCO.CCO.CCO
calculated total energy = -2076.80586 Ha
LUMO energy = 0.088 eV



Question: Which formula does entry 3 have?
Answer: C20H60O17